{
  "formula": "C44H116F3N10O12V",
  "method": "the ωB97M-V functional and the def2-TZVPD basis",
  "multiplicity": 4,
  "homo_energy_ha": [-0.48021, -0.48021],
  "charge": 3,
  "species": ["V", "F", "F", "F", "O", "O", "O", "O", "O", "O", "O", "O", "O", "O", "O", "O", "N", "N", "N", "N", "N", "N", "N", "N", "N", "N", "C", "C", "C", "C", "C", "C", "C", "C", "C", "C", "C", "C", "C", "C", "C", "C", "C", "C", "C", "C", "C", "C", "C", "C", "C", "C", "C", "C", "C", "C", "C", "C", "C", "C", "C", "C", "C", "C", "C", "C", "C", "C", "C", "C", "H", "H", "H", "H", "H", "H", "H", "H", "H", "H", "H", "H", "H", "H", "H", "H", "H", "H", "H", "H", "H", "H", "H", "H", "H", "H", "H", "H", "H", "H", "H", "H", "H", "H", "H", "H", "H", "H", "H", "H", "H", "H", "H", "H", "H", "H", "H", "H", "H", "H", "H", "H", "H", "H", "H", "H", "H", "H", "H", "H", "H", "H", "H", "H", "H", "H", "H", "H", "H", "H", "H", "H", "H", "H", "H", "H", "H", "H", "H", "H", "H", "H", "H", "H", "H", "H", "H", "H", "H", "H", "H", "H", "H", "H", "H", "H", "H", "H", "H", "H", "H", "H", "H", "H", "H", "H", "H", "H", "H", "H", "H", "H", "H", "H", "H", "H"],
  "coordinates": [[2.03, -0.70, -4.80], [0.29, 2.67, -1.85], [2.44, 3.12, -2.08], [1.67, 2.45, -0.09], [-4.10, 3.64, -5.11], [0.09, 0.48, -4.75], [-3.06, -5.26, 2.23], [-4.71, 0.26, 5.17], [-5.23, -0.04, -1.63], [6.63, 2.33, 0.30], [-2.84, 3.44, -0.42], [3.56, -5.19, 5.17], [0.61, -0.01, -1.40], [2.17, 0.40, -2.92], [4.11, 0.40, 4.60], [2.65, -2.31, -3.54], [-1.66, 6.03, 0.63], [1.34, 0.00, 4.28], [-4.01, 5.38, -1.75], [5.09, 1.47, -2.97], [-7.90, 0.77, -0.87], [4.21, -0.51, -4.90], [1.97, -3.12, 4.79], [2.15, 0.92, -6.34], [-0.71, -8.21, 2.66], [-1.38, -0.98, 4.09], [-3.58, -0.65, 5.02], [7.38, 1.85, -2.47], [4.90, -5.55, 5.38], [6.25, -1.64, -4.39], [3.44, -4.74, 3.81], [-1.10, -0.01, -4.01], [-4.30, 3.81, -3.72], [3.56, 0.38, 3.30], [-1.90, 3.56, 0.68], [-3.19, -3.88, 2.64], [-5.74, -0.36, 5.95], [1.54, 2.32, -1.41], [-2.01, -7.47, 2.54], [0.22, -0.35, -0.07], [2.01, 2.26, 3.74], [-2.94, 0.30, 2.74], [-0.06, 1.67, -5.51], [2.04, -4.18, 3.81], [-1.07, -1.15, -0.19], [-5.93, -0.75, -0.57], [4.04, -2.45, -3.39], [-3.63, 5.14, -3.14], [1.46, 3.20, -6.87], [-4.68, -0.89, -2.57], [-3.82, 2.45, -0.13], [0.08, 4.90, 1.71], [6.21, 3.19, 1.38], [6.07, 1.31, -1.92], [1.39, 2.05, -5.84], [-0.94, 4.75, 0.56], [1.91, -3.15, -2.62], [5.50, 0.18, 4.58], [4.77, -1.82, -4.60], [-7.87, -0.53, 1.16], [-3.08, -8.13, 3.34], [-6.96, 0.24, 0.14], [1.64, -3.55, 2.47], [2.09, 0.79, 3.32], [-2.06, 5.11, -3.04], [-1.90, -5.92, 2.82], [1.76, 0.79, -1.63], [-2.51, 0.00, 4.15], [-4.19, 4.75, -5.95], [5.61, 1.97, -0.63], [7.06, 3.57, 1.93], [2.37, 2.37, 4.76], [4.65, -0.26, -5.77], [-5.36, 3.87, -3.46], [-3.34, 5.41, -5.78], [-6.65, 0.24, 5.94], [5.99, 1.01, 4.07], [0.83, -3.04, -2.73], [-5.25, -1.23, 0.13], [7.36, 2.91, -2.72], [-1.94, -0.24, -4.66], [1.26, -4.90, 4.05], [6.33, 0.27, -1.72], [-1.58, 0.69, -3.32], [2.52, 2.88, 3.00], [2.08, -2.73, -1.63], [1.04, 4.13, -6.50], [-2.90, -7.91, 4.40], [5.50, 2.64, 2.01], [-1.57, 4.34, -2.44], [2.39, -2.83, 2.13], [5.14, 2.36, -3.44], [5.70, 0.07, 5.65], [-7.31, 0.82, -1.69], [-2.40, 3.66, 1.64], [-0.95, -2.12, -0.68], [2.46, -3.53, 5.57], [-8.62, 0.11, -1.09], [2.49, 0.42, -0.91], [0.78, 4.09, 1.87], [-5.43, -0.61, 6.97], [-1.67, 6.06, -2.67], [-4.52, -0.36, -3.51], [4.18, 1.46, -2.53], [1.99, 0.15, 5.04], [-4.07, -7.75, 3.12], [-0.36, 5.08, 2.69], [-0.06, 0.51, 0.54], [4.28, -3.50, -3.19], [-0.53, 4.68, -0.44], [5.65, -4.78, 5.22], [-0.52, -0.47, 3.94], [-6.52, -1.54, -1.04], [-1.28, 2.69, 0.89], [2.48, 3.47, -7.15], [4.87, 1.30, -0.19], [-1.83, -0.63, -0.77], [1.37, -4.21, 1.66], [-4.98, 5.10, -1.63], [4.71, 0.08, -4.25], [6.75, -1.17, -5.24], [-7.23, -0.72, 2.02], [7.79, 1.34, -3.35], [0.93, -0.97, 0.47], [-3.39, 1.45, -0.01], [5.75, -0.72, 4.02], [3.58, -0.67, 3.02], [-0.47, 2.43, -4.85], [-2.42, 5.94, -0.04], [-1.69, 5.03, -4.06], [-2.29, -7.51, 1.49], [5.60, 4.06, 1.14], [3.50, -5.59, 3.14], [-8.71, 0.04, 1.57], [-3.19, -3.70, 3.72], [-4.47, 2.77, 0.68], [-5.16, -1.84, -2.76], [-1.84, -5.77, 3.89], [1.91, 2.33, -4.92], [0.66, 5.82, 1.62], [-1.55, -1.49, 0.72], [-4.40, 2.25, -1.04], [2.09, -4.23, -2.57], [5.06, -5.83, 6.42], [-3.92, -1.57, 4.54], [-0.92, -0.97, -3.52], [0.96, 2.57, 3.70], [-2.13, 0.62, 2.07], [4.62, -2.51, -5.42], [1.81, 0.93, -7.29], [-2.39, -3.30, 2.17], [-1.07, 6.74, 0.22], [-3.53, 4.69, -1.19], [-6.06, -1.29, 5.47], [5.03, 2.83, -0.97], [4.41, -1.92, -2.51], [0.85, 3.02, -7.76], [-2.21, 0.90, 4.70], [-3.91, 2.95, -3.18], [8.16, 1.74, -1.72], [-3.75, 1.01, 2.61], [-3.05, -9.22, 3.30], [-1.00, -5.56, 2.32], [-3.31, -0.61, 2.28], [-1.23, -1.44, 4.98], [-3.65, -1.12, -2.29], [-3.20, -0.91, 6.01], [-4.29, 4.40, -6.98], [-4.16, -3.50, 2.33], [3.06, 1.33, -6.49], [4.16, 0.89, 2.54], [1.49, -0.97, 4.06], [-4.97, 5.46, -5.68], [-0.85, -9.20, 2.50], [4.14, -3.98, 3.46], [6.78, -2.54, -4.08], [5.14, -6.38, 4.71], [0.76, -2.96, 2.71], [-8.30, -1.41, 0.68], [-0.63, 1.39, -6.39], [-4.00, 5.99, -3.70], [-6.46, 1.12, 0.53], [1.66, 0.60, 2.34], [6.48, -0.91, -3.61], [1.01, -3.19, 5.11], [-0.01, -8.02, 1.95]]
}

{
  "formula": "C63H133N7O7",
  "method": "the ωB97M-V functional and the def2-TZVPD basis",
  "relative_energy_kcal_mol": 1081.05,
  "homo_energy_ha": -0.24609,
  "species": ["O", "O", "O", "O", "O", "O", "O", "N", "N", "N", "N", "N", "N", "N", "C", "C", "C", "C", "C", "C", "C", "C", "C", "C", "C", "C", "C", "C", "C", "C", "C", "C", "C", "C", "C", "C", "C", "C", "C", "C", "C", "C", "C", "C", "C", "C", "C", "C", "C", "C", "C", "C", "C", "C", "C", "C", "C", "C", "C", "C", "C", "C", "C", "C", "C", "C", "C", "C", "C", "C", "C", "C", "C", "C", "C", "C", "C", "H", "H", "H", "H", "H", "H", "H", "H", "H", "H", "H", "H", "H", "H", "H", "H", "H", "H", "H", "H", "H", "H", "H", "H", "H", "H", "H", "H", "H", "H", "H", "H", "H", "H", "H", "H", "H", "H", "H", "H", "H", "H", "H", "H", "H", "H", "H", "H", "H", "H", "H", "H", "H", "H", "H", "H", "H", "H", "H", "H", "H", "H", "H", "H", "H", "H", "H", "H", "H", "H", "H", "H", "H", "H", "H", "H", "H", "H", "H", "H", "H", "H", "H", "H", "H", "H", "H", "H", "H", "H", "H", "H", "H", "H", "H", "H", "H", "H", "H", "H", "H", "H", "H", "H", "H", "H", "H", "H", "H", "H", "H", "H", "H", "H", "H", "H", "H", "H", "H", "H", "H", "H", "H", "H", "H", "H", "H", "H", "H", "H", "H", "H", "H"],
  "coordinates": [[-26.93, 9.28, 10.99], [-32.14, 16.71, 15.91], [-27.76, 15.10, 18.58], [-30.16, 19.95, 12.30], [-31.84, 10.77, 14.24], [-33.72, 12.76, 17.69], [-30.53, 19.76, 18.30], [-27.77, 9.76, 11.90], [-27.57, 14.33, 17.44], [-31.79, 20.23, 18.45], [-29.87, 18.70, 11.82], [-31.57, 15.68, 15.23], [-33.67, 14.11, 18.07], [-31.86, 9.74, 15.27], [-30.47, 13.39, 15.24], [-33.27, 9.37, 15.70], [-29.62, 15.40, 16.81], [-29.98, 10.83, 12.43], [-30.79, 18.26, 10.72], [-28.71, 11.66, 10.47], [-29.34, 9.60, 15.78], [-32.30, 16.59, 13.03], [-27.08, 10.35, 13.17], [-25.15, 14.71, 17.38], [-30.74, 9.96, 16.36], [-26.89, 12.29, 19.05], [-26.08, 11.52, 13.13], [-30.45, 16.80, 10.49], [-34.18, 10.52, 16.20], [-30.51, 14.81, 13.22], [-30.83, 14.64, 16.03], [-32.43, 8.87, 18.01], [-26.21, 13.86, 15.37], [-33.28, 15.80, 19.85], [-34.30, 13.62, 20.63], [-34.68, 14.92, 17.42], [-30.00, 17.19, 14.01], [-31.83, 21.01, 16.12], [-31.08, 16.10, 13.87], [-29.25, 11.53, 13.63], [-28.13, 10.70, 14.23], [-32.42, 18.24, 20.04], [-26.66, 16.26, 16.00], [-34.49, 14.93, 15.84], [-33.35, 14.29, 19.54], [-28.98, 16.50, 10.13], [-27.53, 19.41, 10.93], [-30.67, 11.47, 16.67], [-28.02, 16.97, 11.25], [-33.14, 8.25, 16.91], [-31.83, 14.20, 17.17], [-26.45, 9.09, 13.96], [-32.53, 20.07, 17.17], [-31.00, 9.09, 17.65], [-33.91, 8.69, 14.43], [-26.44, 14.79, 16.59], [-31.83, 13.76, 19.64], [-27.91, 18.42, 13.19], [-34.64, 16.43, 17.82], [-33.97, 20.71, 17.38], [-29.81, 9.38, 10.37], [-34.51, 16.68, 19.35], [-36.14, 14.34, 17.79], [-28.41, 18.34, 11.76], [-32.27, 18.36, 11.15], [-32.34, 19.81, 19.75], [-29.20, 12.62, 18.30], [-29.01, 10.36, 11.29], [-30.53, 18.89, 9.31], [-27.73, 12.90, 17.82], [-32.53, 18.70, 16.58], [-31.66, 20.48, 20.98], [-34.68, 20.18, 18.63], [-29.72, 13.75, 14.02], [-26.23, 12.39, 15.71], [-27.48, 12.08, 16.55], [-33.79, 20.43, 19.83], [-30.51, 9.70, 18.42], [-31.39, 12.88, 14.93], [-31.54, 13.70, 20.69], [-31.25, 13.73, 17.96], [-33.88, 12.63, 20.50], [-32.23, 18.19, 12.22], [-28.58, 17.91, 13.88], [-27.16, 8.36, 14.35], [-29.39, 8.92, 14.93], [-33.74, 11.24, 16.88], [-29.46, 19.11, 9.20], [-27.80, 19.43, 13.59], [-32.64, 7.33, 16.61], [-26.33, 17.05, 16.68], [-29.52, 11.58, 18.27], [-32.55, 8.19, 18.86], [-29.56, 12.21, 10.06], [-34.98, 8.45, 14.38], [-34.94, 19.12, 18.69], [-33.52, 14.78, 15.36], [-29.76, 15.18, 12.52], [-31.27, 21.43, 20.61], [-26.94, 17.94, 13.34], [-29.92, 13.01, 17.59], [-30.86, 19.84, 21.36], [-27.01, 16.96, 10.84], [-29.06, 16.70, 14.28], [-26.80, 11.21, 18.95], [-30.95, 18.48, 8.39], [-32.62, 17.62, 13.19], [-26.62, 19.65, 11.48], [-25.90, 9.30, 14.88], [-31.53, 17.75, 19.65], [-29.68, 12.89, 13.35], [-24.70, 13.72, 17.37], [-29.40, 12.98, 19.31], [-33.78, 16.97, 17.42], [-29.74, 11.68, 17.20], [-29.96, 15.67, 17.81], [-32.59, 13.55, 16.72], [-28.30, 12.31, 15.87], [-29.33, 16.36, 16.39], [-31.00, 20.61, 15.54], [-30.06, 8.55, 11.04], [-34.22, 11.27, 15.41], [-34.06, 13.87, 21.67], [-29.98, 11.63, 14.45], [-26.36, 12.39, 12.53], [-32.31, 20.72, 21.82], [-30.56, 11.64, 11.99], [-28.83, 15.43, 9.96], [-27.04, 14.86, 19.16], [-33.38, 7.77, 14.23], [-28.01, 16.14, 11.96], [-28.63, 9.30, 16.56], [-35.13, 14.24, 15.29], [-27.73, 16.40, 15.82], [-34.34, 17.73, 19.59], [-28.74, 14.76, 16.78], [-25.34, 12.12, 16.29], [-26.98, 14.02, 14.62], [-32.45, 16.29, 19.34], [-26.75, 10.06, 10.46], [-27.27, 18.90, 10.00], [-35.59, 20.78, 18.65], [-27.77, 11.39, 14.99], [-31.69, 10.30, 13.42], [-33.81, 21.48, 20.11], [-25.49, 14.99, 18.38], [-33.86, 9.27, 13.51], [-35.43, 16.40, 19.86], [-30.09, 18.09, 14.62], [-31.12, 14.37, 19.07], [-31.27, 14.36, 12.59], [-31.99, 16.60, 11.98], [-33.26, 17.76, 19.53], [-31.55, 18.24, 16.50], [-33.03, 17.73, 10.69], [-33.99, 21.80, 17.49], [-28.59, 17.08, 9.30], [-31.07, 16.32, 9.73], [-31.48, 11.83, 17.31], [-32.17, 15.13, 17.62], [-27.55, 11.00, 16.65], [-33.20, 18.11, 17.21], [-30.76, 10.11, 12.71], [-32.48, 18.00, 21.10], [-35.22, 10.24, 16.36], [-28.70, 14.02, 14.31], [-29.95, 17.76, 13.08], [-34.67, 20.49, 16.57], [-31.10, 19.81, 9.43], [-28.91, 12.53, 13.38], [-30.67, 18.82, 18.41], [-25.28, 14.09, 14.85], [-28.17, 12.35, 11.12], [-34.09, 7.83, 17.24], [-25.74, 11.78, 14.13], [-25.87, 12.64, 19.24], [-28.47, 9.87, 14.86], [-32.95, 18.56, 15.59], [-35.32, 13.90, 20.37], [-32.99, 16.04, 20.87], [-28.76, 10.44, 15.41], [-30.72, 12.10, 15.78], [-27.36, 12.61, 19.98], [-25.71, 8.82, 13.20], [-32.59, 21.23, 15.37], [-24.39, 15.39, 16.98], [-31.71, 12.78, 19.18], [-30.83, 9.75, 10.32], [-29.44, 9.01, 9.42], [-30.46, 8.15, 17.67], [-30.79, 16.15, 11.30], [-28.07, 11.39, 9.62], [-36.50, 14.84, 18.69], [-28.15, 20.29, 10.75], [-35.53, 16.94, 17.45], [-36.78, 14.65, 16.98], [-34.26, 19.83, 20.61], [-32.77, 9.85, 18.34], [-26.09, 16.59, 15.13], [-26.22, 11.76, 14.83], [-32.97, 12.77, 17.09], [-33.13, 15.91, 13.21], [-29.95, 12.59, 15.76], [-30.88, 19.80, 12.93], [-31.42, 21.91, 16.58], [-31.61, 17.47, 15.66], [-34.88, 15.84, 15.38], [-32.64, 19.37, 11.05], [-25.19, 11.10, 12.66], [-36.23, 13.26, 17.94]]
}

{
  "formula": "CH33O16",
  "method": "the ωB97M-V functional and the def2-TZVPD basis",
  "relative_energy_kcal_mol": 50.66,
  "homo_energy_ha": -0.22651,
  "charge": -1,
  "species": ["O", "O", "O", "O", "O", "O", "O", "O", "O", "O", "O", "O", "O", "O", "O", "O", "C", "H", "H", "H", "H", "H", "H", "H", "H", "H", "H", "H", "H", "H", "H", "H", "H", "H", "H", "H", "H", "H", "H", "H", "H", "H", "H", "H", "H", "H", "H", "H", "H", "H"],
  "coordinates": [[-2.76, -1.00, -2.49], [-1.01, 2.98, 0.73], [-0.08, 0.44, 0.97], [-1.43, 0.63, 3.75], [-0.02, -1.94, -2.71], [2.18, -2.17, 1.80], [-2.75, 0.15, -0.03], [1.15, 0.94, -3.40], [-1.26, 1.66, -2.44], [-1.43, -1.97, 1.43], [-1.92, -3.11, -1.03], [1.65, -2.90, -0.83], [3.18, -0.09, -1.79], [2.05, 1.99, 0.98], [0.15, 3.15, 3.09], [1.29, 0.54, 3.31], [0.42, -0.04, -0.22], [-3.68, -1.09, -2.73], [1.93, 0.68, -2.88], [-0.33, -0.55, -0.80], [0.81, 0.37, 2.50], [2.83, -1.45, 1.69], [-0.62, -2.64, -2.62], [-1.98, -2.50, -0.29], [1.88, -2.22, 2.68], [0.73, 0.87, -0.70], [-1.47, 1.45, 4.26], [2.34, 2.11, 0.04], [-2.44, -2.59, -1.64], [-2.12, -1.83, 2.11], [1.03, -2.43, -1.37], [1.41, 1.85, -3.64], [-0.53, 0.53, 3.39], [1.23, 1.43, 0.98], [-1.02, -1.15, 1.23], [-0.93, 2.36, -1.94], [1.31, -0.63, -0.05], [-0.09, 3.09, 2.18], [-0.74, 2.07, 0.81], [-0.59, 2.69, 3.56], [2.49, 0.02, -1.17], [1.64, -0.31, 3.70], [-2.40, -0.88, -3.40], [1.74, -2.43, 0.03], [3.94, 0.47, -1.61], [-2.72, -0.44, -0.76], [-0.46, -1.15, -2.42], [-1.88, 0.46, 0.17], [-0.26, 3.35, 0.25], [-0.43, 1.24, -2.65]]
}